[1]
The following is a DFT calculation (ωB97M-V/def2-TZVPD) of a 6-piece molecular cluster, C20H22N6O4 overall.

Geometry as XYZ:
```
52
Properties=species:S:1:pos:R:3:forces:R:3:mulliken_charge:R:1
O 0.73509 17.30401 -16.93632 0.7959 -1.1780 -0.2683 -0.536
N 1.11936 16.14280 -17.17760 -2.2442 1.4507 0.9300 0.947
O 2.13482 15.84710 -17.70410 1.7117 -0.3286 -0.7614 -0.600
C 0.18000 15.08364 -16.81397 0.0087 -2.6720 -0.6880 -0.574
C -1.06982 15.44052 -16.30987 -0.2077 0.5993 0.0637 0.331
C -2.02502 14.47680 -16.14081 0.6995 -2.1768 -0.4142 -0.610
C -1.67776 13.12211 -16.38708 -1.3183 1.1999 1.4922 -0.352
C -0.40500 12.70393 -16.66941 0.8146 1.0722 -0.6679 -0.466
C 0.52846 13.69222 -17.07029 -1.2758 1.6288 0.9777 -0.496
H -1.35253 16.45373 -16.06517 0.4918 0.2070 -0.1037 0.467
H -3.01521 14.58778 -15.72414 0.0023 0.7689 -0.1769 0.455
H -2.51742 12.49273 -16.13164 0.3633 -0.8650 -0.1495 0.397
H -0.11125 11.67037 -16.56052 -0.0408 -0.1332 -0.5820 0.317
H 1.43552 13.38713 -17.57086 0.3274 0.3208 0.3947 0.548
O -5.41383 19.60047 -13.71009 1.8879 -0.9333 1.2444 -0.550
N -4.46330 19.01943 -13.13976 -2.6714 -0.6043 0.5550 0.858
O -4.61902 18.32450 -12.09269 1.0250 1.8426 -2.6454 -0.558
C -3.17298 19.10452 -13.82156 2.2065 -1.1545 -0.9977 -0.168
C -2.99154 19.73833 -15.06307 -1.7310 1.0089 1.6564 -0.238
C -1.74818 19.77716 -15.64965 -1.6423 0.6696 -0.1760 -0.502
C -0.71522 19.14773 -15.05296 2.4204 -0.8024 -1.0132 -0.260
C -0.81885 18.33748 -13.94181 -1.4791 0.8860 0.4328 -0.774
C -2.08575 18.33870 -13.36087 -0.8512 -0.6772 0.8544 -0.047
H -3.83897 20.33079 -15.37491 0.0147 -0.0590 -0.6094 0.455
H -1.58506 20.33628 -16.55914 -0.1011 0.0074 -0.0417 0.485
H 0.17167 19.22051 -15.66495 0.6255 -0.1841 0.6086 0.385
H -0.00456 17.80984 -13.46753 0.0300 -0.1124 -0.2989 0.468
H -2.32576 17.63835 -12.57454 0.2381 0.1767 0.4742 0.445
C -5.63156 12.10872 -17.39313 -0.0816 0.0054 -0.2961 -0.520
C -5.84137 12.39467 -18.82317 0.1957 -0.2297 2.4778 0.256
N -5.97490 12.54933 -19.93647 -0.2450 0.3406 -1.9464 -0.327
H -5.80039 12.95808 -16.73117 0.0318 0.2047 -0.3627 0.249
H -4.59836 11.77789 -17.28755 -0.1274 -0.1735 0.1867 0.048
H -6.33618 11.33928 -17.07760 0.2235 -0.1575 -0.0662 0.310
C -0.96634 18.13036 -19.22932 -0.8581 0.0050 0.6981 -0.473
C -1.78911 18.68737 -20.31080 2.0656 -1.1937 1.1303 0.097
N -2.42739 19.05247 -21.17181 -1.2134 0.7991 -1.3911 -0.353
H -0.19241 18.79374 -18.84324 -0.2132 0.0936 -0.2328 0.285
H -0.52952 17.14149 -19.36874 -0.0505 0.1948 -0.7912 0.317
H -1.71300 17.95496 -18.45483 0.2286 0.1295 0.5292 0.138
C 1.13992 10.48280 -18.96221 -0.0232 -0.3125 -0.4829 -0.783
C 2.15411 10.49272 -17.93656 -2.1828 0.2214 -1.8293 0.394
N 2.89475 10.55824 -17.09545 2.3573 0.1367 2.5462 -0.449
H 1.11980 11.43636 -19.48985 0.0125 -0.0680 -0.0043 0.301
H 0.16118 10.27811 -18.52829 0.0811 -0.0874 -0.0357 0.271
H 1.41880 9.68709 -19.65299 -0.3240 0.0645 -0.1983 0.346
C -0.65985 10.17067 -13.77527 0.0074 0.0089 -0.3253 -0.712
C -0.69466 9.50560 -15.06641 0.1150 -0.2498 1.1456 0.382
N -0.66678 9.00174 -16.08633 -0.0818 -0.4042 -1.2714 -0.415
H -0.33059 11.16663 -14.07148 -0.1655 0.3395 0.7948 0.215
H 0.04876 9.71168 -13.08585 0.1019 0.0217 -0.2599 0.322
H -1.64461 10.13525 -13.30934 0.0457 0.3529 -0.1049 0.272
```
Positions in Å, forces in eV/Å.

For the energy, the calculation gives -1404.52605 hartree. As for the SMILES: O=[N+]([O-])c1ccccc1.O=[N+]([O-])c1ccccc1.CC#N.CC#N.CC#N.CC#N. As for the charge: 0. Its gap between HOMO and LUMO is 9.21 eV. The value obtained for the relative energy (zero: lowest compared OMol25 entry of this formula, charge and spin) is 1094.8 kJ/mol.



[2]
The following is a DFT calculation (ωB97M-V/def2-TZVPD) of a 3-piece molecular cluster, C27H55NO11P2 overall.

Geometry as XYZ:
```
96
Properties=species:S:1:pos:R:3:forces:R:3:mulliken_charge:R:1
C 2.29885 -1.78930 0.57399 -0.7432 0.1808 0.2887 -1.554
C 1.09740 -1.39754 -0.28314 0.1460 0.1783 0.5157 0.031
O 1.36035 -1.22197 -1.66413 -0.0193 -0.2011 0.1607 0.191
C 1.89237 -2.34347 -2.31996 -0.0448 -0.1289 -0.6292 -1.681
C 0.97000 -3.57368 -2.37167 0.2183 0.1224 -0.2269 0.490
C -0.08598 -3.52287 -3.48077 0.0157 0.3168 0.1963 -0.940
C -0.67471 -2.12698 -3.72956 -0.7158 -0.3390 -0.0551 0.672
C -2.07347 -2.24520 -4.37223 0.2697 0.3828 0.0489 -1.199
C -3.01714 -1.08996 -4.02066 0.0436 -0.6682 -0.0308 -0.786
C -3.36624 -0.96209 -2.53793 -0.0509 1.1285 -0.2375 -0.288
C -3.98875 0.44925 -2.25357 0.9450 -1.3604 0.7373 -0.909
C -3.39611 1.07830 -0.97074 -0.8728 0.9585 -0.4457 -0.675
C -2.34116 2.14789 -1.28081 0.1754 -0.6027 -0.1155 -1.131
C -0.96414 1.55449 -1.60759 -0.6890 0.4782 -0.0915 0.910
C -0.10427 2.49982 -2.45084 -0.0102 -1.2287 0.5594 -1.211
C 1.26358 1.85705 -2.64033 0.4254 1.1343 -0.4749 0.554
C 2.19601 2.64616 -3.57993 0.2798 -0.2489 0.8494 -1.045
N 3.58647 2.32788 -3.23640 -1.7459 0.0407 -1.0114 0.260
C 4.11118 1.08871 -3.41773 1.1141 0.1023 0.3594 -0.293
C 5.40314 1.15219 -2.96064 0.5403 -0.4683 0.1760 -0.638
C 5.64505 2.45320 -2.48633 -0.0698 0.1859 0.0651 -0.636
C 4.48520 3.16656 -2.67942 0.7954 -0.1147 0.3100 -0.247
O 1.77407 -4.78052 -2.49177 0.1798 0.4476 -0.3461 -0.456
C 2.58697 -4.80593 -3.58276 -0.4364 -1.4905 -0.9051 0.136
O 2.45087 -5.64976 -4.43260 0.2538 0.5686 0.6300 -0.492
H 1.89976 -2.08212 1.54595 0.0499 0.0006 0.1213 0.392
H 2.90129 -0.90275 0.74983 0.4885 -0.2044 -0.1791 0.327
H 2.85702 -2.64576 0.21076 0.2038 0.0895 -0.1646 0.330
H 0.25220 -2.06458 -0.09056 0.0093 -0.2569 -0.3069 0.305
H 0.76364 -0.42425 0.07104 -0.0670 0.1213 -0.1385 0.177
H 2.87963 -2.62725 -1.95143 -0.0273 -0.0330 0.3795 0.490
H 2.05791 -2.02595 -3.35261 0.0312 0.1827 -0.0155 0.519
H 0.43031 -3.71714 -1.44221 0.2222 0.1062 0.2937 0.302
H -0.88438 -4.19524 -3.17363 -0.0897 -0.1204 -0.0810 0.393
H 0.28840 -3.90555 -4.43097 0.2340 -0.1160 0.0545 0.291
H -0.01990 -1.56103 -4.39073 0.0750 0.1398 0.0126 0.402
H -0.76993 -1.54805 -2.81497 0.1902 -0.1212 0.1832 -0.565
H -1.93864 -2.27296 -5.45447 -0.1987 -0.1908 -0.0896 0.377
H -2.54056 -3.18124 -4.06499 -0.0148 -0.1061 -0.0226 0.438
H -2.59811 -0.16069 -4.41145 0.0581 0.1377 0.1427 0.383
H -3.95643 -1.25695 -4.55221 -0.0273 0.1553 -0.1813 0.399
H -4.06185 -1.74159 -2.23283 -0.0236 -0.1561 -0.0347 0.563
H -2.49682 -1.04642 -1.88843 0.1832 -0.2174 -0.1353 -0.041
H -3.74030 1.09913 -3.08724 -0.3667 0.1281 -0.1855 0.432
H -5.06017 0.30277 -2.15272 -0.1676 0.3924 -0.1538 0.467
H -4.22122 1.60560 -0.48820 0.0235 -0.1383 0.3708 0.199
H -3.02069 0.32362 -0.28282 0.0047 -0.0775 0.1092 0.492
H -2.68759 2.70233 -2.15526 -0.0785 0.2134 0.0490 0.353
H -2.26881 2.84724 -0.44778 0.0956 0.1113 0.0114 0.441
H -0.47359 1.32521 -0.66054 0.2178 -0.1407 -0.0535 0.195
H -1.11172 0.61989 -2.14834 0.1553 -0.1248 -0.0392 -0.511
H -0.60713 2.66027 -3.40474 -0.0169 0.2885 -0.0508 0.352
H -0.01991 3.42097 -1.87446 0.1138 0.3538 -0.3694 0.327
H 1.21232 0.83855 -3.01585 -0.2445 -0.1561 0.2648 -0.213
H 1.76364 1.86372 -1.67279 0.0185 -0.3542 0.1266 0.291
H 2.01612 2.38701 -4.61994 -0.0264 0.1314 -0.1554 0.290
H 2.07395 3.71719 -3.43699 -0.0748 0.0986 -0.1042 0.391
H 3.60645 0.23674 -3.82853 -0.4435 0.1386 -0.1279 0.342
H 6.12659 0.35646 -2.92832 -0.0572 -0.1917 -0.1187 0.428
H 6.55388 2.81298 -2.04141 0.0934 0.1042 0.0108 0.421
H 4.28333 4.19103 -2.43258 -0.3166 0.1172 -0.1109 0.348
H 3.41920 -4.09445 -3.66867 -0.2277 0.3289 0.4324 0.400
C -7.71167 -0.55003 5.39770 -0.1281 0.1850 0.1927 -0.724
O -7.46441 0.14904 4.16888 1.5395 -3.1545 -0.6842 -0.321
P -5.86463 0.52100 3.79701 -0.9315 8.1479 0.5436 0.929
O -5.73250 1.56320 4.88609 0.3744 -1.3185 0.1325 -0.684
O -6.29139 1.11162 2.35460 0.1439 -0.6565 -0.0689 -0.188
C -7.53565 1.77822 2.15870 -0.2949 -0.0983 -0.1628 -0.676
O -4.29487 0.51686 3.27257 -0.9700 -2.8826 -0.5151 -0.248
C -3.33606 1.33498 3.92546 0.4055 -0.0776 0.3896 -0.598
H -8.74841 -0.87920 5.38789 0.0024 0.0303 -0.1041 0.236
H -7.06949 -1.42456 5.49279 -0.0537 -0.0313 0.0479 0.299
H -7.55065 0.11996 6.24169 0.0912 0.0136 -0.0367 0.314
H -7.77714 2.41722 3.00750 0.0337 -0.0677 0.0671 0.312
H -8.33580 1.05959 1.98956 -0.0346 0.0280 0.0764 0.297
H -7.42900 2.39539 1.26821 0.1510 -0.0494 -0.0011 0.240
H -3.19137 1.03720 4.96142 -0.0584 0.1530 0.0509 0.311
H -3.63479 2.37957 3.87102 -0.1371 -0.0533 0.1095 0.287
H -2.39921 1.19514 3.38384 -0.1127 -0.1702 -0.0728 0.216
C 6.08590 2.58354 5.39822 0.1907 -0.0418 0.2256 -0.729
O 5.87698 1.36009 4.67699 -2.3869 2.1459 -1.5430 -0.298
P 4.38456 0.60361 4.85000 2.8919 -6.6861 3.5038 0.932
O 4.62190 0.16403 6.27652 -0.7253 1.1584 -0.4090 -0.682
O 4.77376 -0.51580 3.74692 -0.3158 0.5673 -0.2288 -0.209
C 6.10958 -1.00171 3.63645 0.2433 0.0338 -0.2653 -0.668
O 2.80340 0.15803 4.68265 0.3425 2.4524 -1.7746 -0.233
C 2.12021 -0.41258 5.78956 -0.3630 0.1675 0.4182 -0.608
H 7.00468 3.03269 5.02771 -0.0076 -0.0773 -0.0760 0.234
H 5.26691 3.28338 5.23799 0.0490 0.0588 0.0147 0.303
H 6.18785 2.37149 6.46214 -0.0863 -0.0429 -0.0057 0.318
H 6.56405 -1.13007 4.61832 -0.0443 0.0811 0.0391 0.311
H 6.71371 -0.33198 3.02690 0.0436 0.0187 0.0683 0.281
H 6.05606 -1.96874 3.13928 -0.1528 0.0164 0.0132 0.248
H 2.03633 0.28967 6.61563 0.0959 -0.1002 0.0902 0.305
H 2.62450 -1.31979 6.11474 0.1341 0.1115 0.0463 0.280
H 1.11923 -0.65999 5.43358 0.0671 0.1305 -0.1525 0.220
```
Positions in Å, forces in eV/Å.

For the energy, the calculation gives -2626.76900 hartree. As for the SMILES: CCOC[C@@H](CCCCCCCCCCCCn1cccc1)OC=O.COP(=O)(OC)OC.COP(=O)(OC)OC. As for the charge: 0. Its gap between HOMO and LUMO is 6.53 eV.



no.,E_LUMO (eV)
1,-1.26
2,-1.63